Below is C21H16I2N2O5Ti as an isolated structure, with properties calculated with ωB97M-V with the def2-TZVPD basis set.

Last column: natural (NBO) charge in e.
Geometry (Å):
Ti 0.252 0.424 -0.548  1.688
I 5.717 2.983 4.092  0.195
C 4.491 2.137 2.632  -0.168
C 4.859 2.207 1.296  -0.236
C 4.042 1.639 0.331  -0.216
I 4.533 1.761 -1.690  0.198
C 2.866 0.985 0.693  0.336
O 2.080 0.405 -0.233  -0.764
C 2.485 0.951 2.038  -0.135
C 1.167 0.331 2.407  -0.233
N 0.051 0.906 1.598  -0.636
C -0.135 2.354 1.836  -0.279
C -0.554 3.089 0.590  0.249
C -1.153 4.335 0.647  -0.233
C -1.463 4.988 -0.534  -0.102
C -1.161 4.386 -1.747  -0.238
C -0.561 3.147 -1.729  0.079
N -0.273 2.505 -0.585  -0.535
C 3.303 1.527 3.001  -0.216
H 5.773 2.703 1.002  0.247
H 0.977 0.484 3.472  0.213
H 1.168 -0.746 2.221  0.228
H -0.808 0.420 1.848  0.421
H 0.822 2.768 2.161  0.250
H -0.853 2.534 2.637  0.229
H -1.375 4.783 1.606  0.241
H -1.938 5.960 -0.508  0.243
H -1.386 4.866 -2.688  0.250
H -0.303 2.629 -2.645  0.224
H 3.008 1.499 4.042  0.231
O -1.729 -0.396 -0.165  -0.702
C -1.429 -1.159 -1.139  0.772
O -0.598 -0.656 -2.002  -0.707
C -1.886 -2.536 -1.267  -0.225
C -3.037 -2.943 -0.607  -0.126
C -3.499 -4.253 -0.711  -0.267
C -2.747 -5.112 -1.476  0.280
O -2.970 -6.421 -1.712  -0.455
C -1.943 -6.859 -2.612  0.231
O -1.045 -5.763 -2.798  -0.479
C -1.586 -4.707 -2.133  0.296
C -1.130 -3.424 -2.064  -0.231
H -3.581 -2.223 -0.010  0.235
H -4.400 -4.585 -0.217  0.245
H -2.394 -7.130 -3.568  0.173
H -1.410 -7.697 -2.168  0.179
H -0.248 -3.094 -2.593  0.249

Computed properties:
2S+1: 2
E_LUMO (alpha / beta): -3.398 / -3.303 eV
Orbital gap (alpha / beta): 7.50 / 7.59 eV
DFT total energy: -74568.7122 eV
Largest force on an atom: 0.8 eV/Å
<S²>: 0.753
Net charge: +1
Highest occupied orbital energy (alpha / beta): -10.90 / -10.89 eV